# 1
This record from OMol25 describes a 13-piece molecular cluster, C5H37N2O13 overall in a non-equilibrium geometry. The level of theory is the ωB97M-V functional and the def2-TZVPD basis.

Geometry as XYZ:
```
57
C5H37N2O13, DFT the ωB97M-V functional and the def2-TZVPD basis
N -0.58599 -0.90412 1.99632
C -0.98145 -0.72512 0.60483
C -0.66542 0.53895 -0.07031
N -1.65776 1.67397 0.24470
C -2.94118 1.57655 -0.52865
C -0.99655 2.92228 0.19776
C -0.25162 3.24650 1.50133
O 0.39755 4.27590 1.49338
H -0.79622 -0.02327 2.56945
H 0.43145 -1.05274 1.99079
H -1.03641 -1.73308 2.40706
H -0.64326 -1.75335 0.05168
H -2.22235 -0.81538 0.48119
H 0.33077 0.80813 0.30567
H -0.66702 0.35236 -1.29375
H -3.79970 2.03372 0.06369
H -3.29535 0.50728 -0.65957
H -3.02334 2.03981 -1.46514
H -1.75793 3.72131 0.22523
H -0.39062 3.06350 -0.68136
H -0.41197 2.65975 2.43321
H 2.58990 -1.04693 2.01097
H 2.69480 -2.33027 2.66626
O 2.35714 -1.85755 2.03097
H 1.50562 3.87453 -0.88720
H 2.63307 3.72981 -1.71878
O 2.05331 3.17761 -1.14379
H 2.46980 0.79179 -2.55135
H 2.12707 0.32184 -3.98565
O 1.80356 0.51089 -3.06424
H 1.59269 1.20472 3.79022
H 2.17504 1.17737 2.35757
O 1.65285 0.73452 2.96386
H -1.96881 -1.00199 -2.77325
H -3.23025 -1.47150 -3.40875
O -2.96410 -0.96794 -2.57490
H -0.24991 -4.91673 -0.44725
H -0.59960 -4.42148 1.00426
O -0.40102 -4.15607 0.12133
H -3.13047 -2.13335 -1.29178
H -3.40750 -2.08965 0.11110
O -2.90275 -2.64418 -0.52814
H -2.57877 1.42008 3.97695
H -2.64007 1.52701 2.58860
O -2.15555 0.89519 3.10455
H 3.61752 0.88222 0.13316
H 2.56035 1.92869 0.03031
O 2.94785 1.27177 0.59047
H 2.54995 -1.77039 -1.50779
H 4.16612 -1.38981 -1.46008
O 3.35246 -1.17515 -1.75846
H 0.33692 -1.82341 -3.83071
H 0.49519 -0.50269 -3.16818
O -0.18108 -1.20030 -3.33389
H 1.64701 -3.62073 -0.21591
H 2.14889 -2.67378 0.59826
O 1.89716 -2.66711 -0.29624
```

Output
**Molar mass**: 333.35 g/mol
**Total charge**: +1
**Spin multiplicity**: 1
**Energy relative to the best compared isomer or geometry (same formula, charge and spin)**: 178.3 kcal per mole
**Gap between HOMO and LUMO**: 9.1137 eV

Atomic partial charges in e from the Mulliken method, atoms 1 to 2: 0.32 -0.36

# 2
This record from OMol25 describes a 2-piece molecular cluster, H4NPS overall in a non-equilibrium geometry. The level of theory is the ωB97M-V functional and the def2-TZVPD basis.

Geometry as XYZ:
```
7
H4NPS, DFT the ωB97M-V functional and the def2-TZVPD basis
N 1.64699 0.58225 0.42216
P -1.76654 -0.24809 0.12689
S 1.28870 -0.91057 -0.25344
H 1.90462 0.45052 1.37952
H 2.25336 1.06058 -0.17151
H -1.69276 -1.28763 1.07439
H -1.57183 0.49620 1.31130
```

Output
**Molar mass**: 81.08 g/mol
**Spin multiplicity**: 1
**Energy relative to the best compared isomer or geometry (same formula, charge and spin)**: 67.1 kcal per mole
**Gap between HOMO and LUMO (spin up / spin down)**: 7.7921 / 7.3102 eV

Atomic partial charges in e from the Mulliken method, atoms 1 to 2: -0.44 -0.08

# 3
This record from OMol25 describes a 2-piece molecular cluster, C2H2F2S overall in a non-equilibrium geometry. The level of theory is the ωB97M-V functional and the def2-TZVPD basis.

Geometry as XYZ:
```
7
C2H2F2S, DFT the ωB97M-V functional and the def2-TZVPD basis
C -0.75233 -0.39673 0.07731
C 0.43338 0.32810 0.36160
F -0.54389 -1.68469 0.30764
F 0.52214 1.62379 0.44327
S -2.16142 0.09257 -0.55528
H 1.41154 0.32806 -1.51806
H 1.09059 -0.29110 0.88353
```

Output
**Molar mass**: 96.10 g/mol
**Spin multiplicity**: 1
**Energy relative to the best compared isomer or geometry (same formula, charge and spin)**: 88.4 kcal per mole
**Gap between HOMO and LUMO (spin up / spin down)**: 8.2142 / 7.5643 eV

Atomic partial charges in e from the Mulliken method, atoms 1 to 2: 0.48 -0.38

# 4
This record from OMol25 describes an isolated ion of composition C8H7O and charge +1 in a non-equilibrium geometry. The level of theory is the ωB97M-V functional and the def2-TZVPD basis.

Geometry as XYZ:
```
16
C8H7O, DFT the ωB97M-V functional and the def2-TZVPD basis
C -0.67239 -1.91834 -0.68934
C 0.14948 -2.21733 0.41796
C -0.98160 -0.67500 -1.09632
C 0.81155 -1.26553 1.15776
C -0.26690 1.76526 -0.49509
C -0.30611 0.38554 -0.41047
C 0.50565 0.03803 0.70038
C 0.71994 2.20768 0.72080
O 1.09141 1.06012 1.33731
H -0.99779 -2.75557 -1.24043
H 0.30539 -3.31922 0.68887
H -1.66541 -0.65031 -1.98179
H 1.28810 -1.62224 2.04933
H -0.79873 2.46200 -1.17824
H 1.47060 2.60233 0.06363
H 0.27141 2.95559 1.41030
```

Output
**Molar mass**: 119.14 g/mol
**Total charge**: +1
**Spin multiplicity**: 1
**Energy relative to the best compared isomer or geometry (same formula, charge and spin)**: 0.0 kcal per mole
**Gap between HOMO and LUMO**: 7.9929 eV

Atomic partial charges in e from the Mulliken method, atoms 1 to 2: -0.43 -0.14

# 5
This record from OMol25 describes a 2-piece molecular cluster, C4H9NO overall in a non-equilibrium geometry. The level of theory is the ωB97M-V functional and the def2-TZVPD basis.

Geometry as XYZ:
```
15
C4H9NO, DFT the ωB97M-V functional and the def2-TZVPD basis
C 1.10631 0.19430 2.32383
C 0.12820 -0.51201 1.77078
C -0.03919 -0.55911 0.31769
C -0.83510 -1.37499 -0.36245
N -0.88424 -1.39240 -1.76976
H 1.27004 0.21066 3.38822
H 1.75968 0.78926 1.70070
H -0.49507 -1.16281 2.32480
H 0.58139 0.14125 -0.23640
H -1.45442 -2.04738 0.23157
H -1.80093 -1.56169 -2.15545
H -0.23246 -2.02523 -2.21030
O 0.57321 2.89682 -1.48591
H -0.06256 3.36998 -2.03726
H 0.14421 2.07999 -1.21280
```

Output
**Molar mass**: 87.12 g/mol
**SMILES**: C=C/C=C/N.O
**Spin multiplicity**: 1
**Energy relative to the best compared isomer or geometry (same formula, charge and spin)**: 49.2 kcal per mole
**Gap between HOMO and LUMO**: 9.5030 eV

Atomic partial charges in e from the Mulliken method, atoms 1 to 2: -0.81 -0.09

# 6
This record from OMol25 describes a 2-piece molecular cluster, C2H8N3S overall in a non-equilibrium geometry. The level of theory is the ωB97M-V functional and the def2-TZVPD basis.

Geometry as XYZ:
```
14
C2H8N3S, DFT the ωB97M-V functional and the def2-TZVPD basis
C -0.40578 -1.30335 -0.10764
C -0.29332 -0.44705 1.02410
N -0.15338 0.27878 -1.79198
N -0.21733 -0.92260 -1.42210
N -0.43763 -0.96202 2.17293
S 0.55180 2.73430 -0.42266
H -0.39334 -2.35644 -0.04128
H -0.03014 0.56819 0.70104
H -0.09729 0.40031 -2.87034
H 0.94267 3.55848 0.56337
H -0.17192 -1.59483 -2.12873
H -0.59535 -1.93042 2.24275
H -0.42566 -0.56139 3.06329
H 1.72668 2.53804 -0.98276
```

Output
**Molar mass**: 106.17 g/mol
**Total charge**: +1
**Spin multiplicity**: 1
**Energy relative to the best compared isomer or geometry (same formula, charge and spin)**: 55.8 kcal per mole
**Gap between HOMO and LUMO (spin up / spin down)**: 7.6877 / 7.6867 eV

Atomic partial charges in e from the Mulliken method, atoms 1 to 2: -0.40 0.58

# 7
This record from OMol25 describes an isolated ion of composition C10H19N2O and charge +1 in a non-equilibrium geometry. The level of theory is the ωB97M-V functional and the def2-TZVPD basis.

Geometry as XYZ:
```
32
C10H19N2O, DFT the ωB97M-V functional and the def2-TZVPD basis
C 3.37805 -0.59322 0.38544
C 2.00144 0.02978 0.47335
C 2.05533 1.52527 0.18785
C 0.72757 2.04962 -0.02765
N -0.22112 1.25574 -0.28759
C -1.59793 1.71237 -0.38524
C -2.35511 0.91517 0.78013
C -2.25448 -0.63568 0.72419
N -0.85723 -0.86107 0.60497
C -0.65967 -2.38551 0.52187
C -0.11011 -0.20097 -0.63334
C -0.63664 -0.62439 -1.97778
O 1.20697 -0.51567 -0.66607
H 3.92776 -0.72299 1.24358
H 3.98543 0.00848 -0.27249
H 3.02085 -1.60659 -0.01788
H 1.58305 -0.21724 1.48392
H 2.68850 1.83752 -0.57049
H 2.49859 2.01142 1.18218
H 0.50625 3.09246 0.09637
H -1.99781 1.56147 -1.36809
H -1.69898 2.83965 -0.13726
H -3.41224 1.23656 0.74756
H -1.99424 1.22090 1.74846
H -2.71497 -1.17033 1.59825
H -2.98682 -1.22165 0.03612
H 0.38169 -2.65164 0.31696
H -1.02107 -2.86014 1.50834
H -1.34261 -2.89658 -0.25915
H 0.24448 -1.15299 -2.40709
H -0.76142 0.27247 -2.67719
H -1.58350 -1.25221 -1.95222
```

Output
**Molar mass**: 183.27 g/mol
**Total charge**: +1
**SMILES**: C[C@H]1CC=[N+]2CCCN(C)[C@]2(C)O1
**Spin multiplicity**: 1
**Energy relative to the best compared isomer or geometry (same formula, charge and spin)**: 44.8 kcal per mole
**Gap between HOMO and LUMO**: 8.7793 eV

Atomic partial charges in e from the Mulliken method, atoms 1 to 2: -1.26 0.18

# 8
This record from OMol25 describes a 2-piece molecular cluster, C4H6ClP overall in a non-equilibrium geometry. The level of theory is the ωB97M-V functional and the def2-TZVPD basis.

Geometry as XYZ:
```
12
C4H6ClP, DFT the ωB97M-V functional and the def2-TZVPD basis
C -0.35625 -1.39644 0.50615
C -1.27762 -0.93952 -0.36194
C -1.45993 0.57147 -0.28393
P -0.09069 1.26923 0.79405
C 0.38437 -0.33121 1.20088
H -0.08880 -2.34762 0.55856
H -1.93957 -1.58448 -0.93239
H -1.32130 0.89108 -1.47258
H -2.43094 0.98505 -0.15332
H 1.21375 -0.36318 1.74021
Cl 3.26469 2.12664 -0.84045
H 4.10230 1.11897 -0.75524
```

Output
**Molar mass**: 120.52 g/mol
**SMILES**: C1=CCP=C1.Cl
**Spin multiplicity**: 1
**Energy relative to the best compared isomer or geometry (same formula, charge and spin)**: 23.0 kcal per mole
**Gap between HOMO and LUMO**: 8.5688 eV

Atomic partial charges in e from the Mulliken method, atoms 1 to 2: -0.63 -0.22